(1)
{
  "formula": "C6H12N2P",
  "method": "ωB97M-V/def2-TZVPD",
  "de_lowest_ev": 3.353,
  "charge": 1,
  "e_homo_ev": -13.127,
  "energy_ev": -18675.5383,
  "symbols": ["C", "C", "C", "C", "C", "C", "N", "N", "P", "H", "H", "H", "H", "H", "H", "H", "H", "H", "H", "H", "H"],
  "coordinates": [[-0.511, 0.352, -0.625], [1.025, 0.494, 0.219], [-0.146, 0.016, -1.978], [1.173, 1.783, 0.909], [2.980, -0.932, 0.376], [-3.578, -1.037, 0.674], [-1.748, 0.622, -0.271], [1.725, -0.485, -0.095], [-3.364, 0.507, -0.309], [-0.945, -0.275, -2.692], [0.551, -0.860, -2.064], [0.357, 0.885, -2.141], [2.198, 1.916, 1.099], [0.784, 1.732, 2.048], [0.595, 2.516, 0.410], [3.744, -0.239, 0.811], [3.390, -1.446, -0.470], [2.840, -1.574, 1.242], [-3.103, -1.954, 0.418], [-4.634, -1.205, 0.653], [-3.332, -0.817, 1.784]],
  "mulliken_charge": [0.410, 0.768, -1.027, -1.294, -0.845, -0.866, -0.099, -0.292, 0.213, 0.376, 0.314, 0.339, 0.399, 0.284, 0.370, 0.304, 0.309, 0.338, 0.344, 0.336, 0.318]
}

***

(2)
{
  "formula": "C6H12N3",
  "method": "ωB97M-V/def2-TZVPD",
  "de_lowest_ev": 3.697,
  "charge": 1,
  "spin_multiplicity": 3,
  "s2": 2.01,
  "e_homo_ev": [-10.771, -12.871],
  "energy_ev": -10872.9525,
  "symbols": ["C", "C", "C", "C", "C", "C", "N", "N", "N", "H", "H", "H", "H", "H", "H", "H", "H", "H", "H", "H", "H"],
  "coordinates": [[-0.873, -0.880, -1.311], [-2.028, -0.574, -0.548], [0.323, -0.270, -1.491], [-2.860, -0.191, 0.233], [-0.084, 2.079, -1.161], [-4.040, -0.164, 1.171], [0.617, 1.033, -0.854], [2.852, -1.260, 0.914], [1.639, 1.007, 0.034], [-1.009, -1.750, -1.933], [-0.867, 2.101, -2.033], [1.150, -0.763, -1.940], [0.076, 2.972, -0.645], [-4.291, 0.762, 1.610], [-3.618, -0.751, 1.922], [-4.803, -0.625, 0.550], [2.558, -2.047, 0.223], [3.862, -0.890, 0.768], [3.051, -1.614, 1.821], [1.601, 1.836, 0.591], [1.970, 0.100, 0.413]],
  "lowdin_spin": [0.057, 0.017, -0.003, 0.039, 0.733, 0.005, 0.520, 0.003, 0.504, 0.003, 0.028, 0.003, 0.051, 0.001, 0.002, 0.000, 0.000, 0.001, 0.000, 0.019, 0.017]
}

***

(3)
{
  "formula": "C6H12N4",
  "method": "ωB97M-V/def2-TZVPD",
  "de_lowest_ev": 2.259,
  "e_homo_ev": -8.425,
  "energy_ev": -12374.2709,
  "symbols": ["C", "C", "C", "N", "C", "C", "C", "N", "N", "N", "H", "H", "H", "H", "H", "H", "H", "H", "H", "H", "H", "H"],
  "coordinates": [[1.336, 0.252, -1.569], [-0.952, -0.570, -1.714], [-0.306, 0.955, 2.725], [0.125, -0.118, -0.833], [0.405, -1.637, 0.354], [-0.485, 0.160, 1.459], [-0.281, 0.894, 0.180], [0.031, -1.130, 1.451], [0.902, -2.583, -0.265], [-0.143, 2.153, 0.094], [0.576, -3.518, -0.083], [-0.095, 2.513, -0.855], [-1.648, 0.241, 1.009], [1.135, 1.024, -2.318], [2.077, 0.617, -0.860], [1.714, -0.640, -2.066], [-1.811, -0.856, -1.110], [-0.604, -1.433, -2.282], [-1.245, 0.228, -2.405], [0.758, 1.134, 2.879], [-0.692, 0.395, 3.574], [-0.798, 1.920, 2.636]],
  "mulliken_charge": [-1.067, -1.035, -1.273, 0.126, 0.667, 0.884, 0.008, -0.653, -0.664, -0.711, 0.259, 0.251, 0.016, 0.393, 0.353, 0.339, 0.381, 0.377, 0.348, 0.293, 0.354, 0.354]
}

***

(4)
{
  "formula": "C6H12N4O2",
  "method": "ωB97M-V/def2-TZVPD",
  "de_lowest_ev": 5.315,
  "e_homo_ev": -8.145,
  "energy_ev": -16466.3597,
  "symbols": ["C", "C", "C", "C", "C", "C", "N", "N", "N", "N", "O", "O", "H", "H", "H", "H", "H", "H", "H", "H", "H", "H", "H", "H"],
  "coordinates": [[-1.182, 0.371, 0.382], [-0.645, -0.756, -0.171], [-0.302, 1.631, 0.611], [1.377, 0.483, -0.701], [1.859, 2.518, 0.604], [-2.763, -2.011, -0.198], [0.773, -0.812, -0.384], [1.118, 1.334, 0.478], [-1.346, -1.900, -0.479], [1.548, -1.840, -0.111], [1.028, -2.903, 0.209], [2.715, -1.683, -0.407], [-2.164, 0.517, 0.695], [-0.683, 2.206, -0.223], [-0.375, 2.181, 1.491], [2.387, 0.266, -1.106], [0.710, 0.928, -1.459], [2.948, 2.344, 0.324], [1.429, 3.249, -0.246], [1.859, 3.029, 1.495], [-3.008, -2.318, 0.763], [-3.477, -1.217, -0.535], [-2.991, -2.929, -0.844], [-0.815, -2.689, -0.187]],
  "mulliken_charge": [-0.718, 0.568, -0.791, -0.761, -0.986, -1.086, -0.018, -0.107, -0.282, 1.315, -0.761, -0.708, 0.440, 0.334, 0.528, 0.362, 0.421, 0.282, 0.325, 0.312, 0.400, 0.322, 0.338, 0.271]
}

***

(5)
{
  "formula": "C6H12N5",
  "method": "ωB97M-V/def2-TZVPD",
  "de_lowest_ev": 0.234,
  "charge": 1,
  "e_homo_ev": -12.870,
  "energy_ev": -13859.0201,
  "symbols": ["C", "C", "C", "C", "C", "C", "N", "N", "N", "N", "N", "H", "H", "H", "H", "H", "H", "H", "H", "H", "H", "H", "H"],
  "coordinates": [[-1.757, 0.813, -1.907], [-1.028, -0.195, 2.015], [0.326, 0.301, -2.313], [-1.463, -0.329, -1.052], [-0.181, -0.578, -1.322], [1.213, -0.201, 1.138], [-0.819, 1.153, -2.668], [-1.222, 0.981, 1.758], [0.177, -0.858, 1.763], [1.188, 1.088, 0.996], [2.258, -0.991, 0.788], [-2.740, 1.279, -1.768], [-1.805, -0.985, 2.350], [1.252, 0.786, -1.961], [0.545, -0.205, -3.195], [-2.080, -0.768, -0.323], [0.401, -1.382, -0.929], [-2.192, 1.386, 1.622], [0.240, -1.940, 1.779], [1.847, 1.440, 0.259], [0.271, 1.516, 1.357], [3.138, -0.502, 0.389], [2.431, -1.805, 1.224]],
  "mulliken_charge": [-0.448, -0.066, -0.465, -0.366, -0.207, 0.295, -0.582, -0.555, -0.227, -0.301, -0.310, 0.389, 0.384, 0.246, 0.338, 0.666, 0.578, 0.272, 0.330, 0.256, 0.309, 0.264, 0.202]
}

***

(6)
{
  "formula": "C6H12N5",
  "method": "ωB97M-V/def2-TZVPD",
  "de_lowest_ev": 1.245,
  "charge": 1,
  "spin_multiplicity": 3,
  "s2": 2.02,
  "e_homo_ev": [-12.456, -13.038],
  "energy_ev": -13853.7354,
  "symbols": ["C", "C", "C", "C", "C", "C", "N", "N", "N", "N", "N", "H", "H", "H", "H", "H", "H", "H", "H", "H", "H", "H", "H"],
  "coordinates": [[0.849, 2.334, -0.307], [1.745, 0.246, -0.250], [-0.497, 2.005, 0.232], [-0.735, 0.687, 0.874], [-0.683, -0.594, 0.005], [-1.967, -0.837, -0.902], [1.878, 1.589, -0.392], [3.038, -1.678, 0.414], [2.602, -0.663, -0.131], [0.416, -0.412, -1.029], [-0.357, -1.686, 0.830], [1.008, 3.353, -0.633], [-0.678, 2.824, 0.982], [-1.249, 2.135, -0.577], [0.025, 0.627, 1.656], [-1.666, 0.670, 1.391], [-2.720, -0.509, -0.136], [-2.180, -1.762, -1.313], [-1.668, -0.051, -1.569], [3.537, -2.432, -0.162], [0.607, -1.488, -1.265], [-0.577, -2.622, 0.505], [-0.729, -1.735, 1.777]],
  "lowdin_spin": [0.037, 0.126, 0.011, 0.001, 0.018, 0.013, 0.118, 0.905, 0.524, 0.145, 0.024, 0.004, 0.000, 0.006, 0.001, 0.000, 0.002, 0.000, 0.001, 0.062, 0.000, 0.000, 0.001]
}

***

(7)
{
  "formula": "C6H12NO",
  "method": "ωB97M-V/def2-TZVPD",
  "de_lowest_ev": 0.261,
  "charge": -1,
  "e_homo_ev": -2.175,
  "energy_ev": -9953.0851,
  "symbols": ["C", "N", "C", "C", "C", "C", "C", "O", "H", "H", "H", "H", "H", "H", "H", "H", "H", "H", "H", "H"],
  "coordinates": [[-1.826, 0.359, 0.966], [-0.788, -0.217, 0.099], [-0.323, -1.512, 0.567], [1.101, -1.650, -0.064], [1.484, -0.212, -0.516], [0.343, 0.689, 0.000], [0.089, 1.824, -1.122], [1.150, 2.164, -1.881], [-2.294, 1.122, 0.343], [-1.521, 0.813, 1.915], [-2.541, -0.407, 1.288], [-0.218, -1.548, 1.659], [-0.966, -2.307, 0.184], [1.000, -2.263, -0.966], [1.793, -2.118, 0.633], [2.479, 0.059, -0.161], [1.507, 0.002, -1.583], [0.616, 1.176, 0.955], [-0.366, 2.666, -0.573], [-0.717, 1.361, -1.743]],
  "mulliken_charge": [-1.189, -0.057, -0.740, -0.442, -0.782, 0.151, -0.862, -0.876, 0.335, 0.390, 0.356, 0.356, 0.355, 0.197, 0.337, 0.291, 0.330, 0.399, 0.225, 0.225]
}

***

(8)
{
  "formula": "C6H12NO",
  "method": "ωB97M-V/def2-TZVPD",
  "de_lowest_ev": 2.419,
  "charge": 1,
  "e_homo_ev": -13.194,
  "energy_ev": -9944.6862,
  "symbols": ["O", "C", "C", "C", "C", "C", "C", "N", "H", "H", "H", "H", "H", "H", "H", "H", "H", "H", "H", "H"],
  "coordinates": [[-0.658, -2.415, -0.624], [0.183, -1.671, -1.041], [-0.194, -0.140, -1.075], [-0.467, -0.003, 0.402], [0.763, -0.006, 1.292], [0.984, 2.490, 1.807], [1.464, 1.388, 1.240], [-1.580, 0.211, -1.723], [1.167, -2.033, -1.300], [0.580, 0.461, -1.522], [-1.129, -0.922, 0.656], [-1.188, 0.794, 0.622], [0.579, -0.247, 2.423], [1.486, -0.846, 1.057], [1.552, 3.490, 1.562], [0.320, 2.548, 2.622], [2.295, 1.330, 0.605], [-2.338, -0.195, -1.041], [-1.633, -0.212, -2.647], [-1.760, 1.324, -1.726]],
  "mulliken_charge": [-0.403, -0.197, 0.262, -1.195, -0.645, -0.758, -0.236, -0.396, 0.473, 0.352, 0.424, 0.557, 0.355, 0.270, 0.220, 0.341, 0.406, 0.422, 0.341, 0.408]
}

***

(9)
{
  "formula": "C6H12NO",
  "method": "ωB97M-V/def2-TZVPD",
  "de_lowest_ev": 1.750,
  "charge": 1,
  "e_homo_ev": -11.801,
  "energy_ev": -9945.3548,
  "symbols": ["C", "C", "O", "C", "H", "H", "H", "H", "H", "H", "C", "C", "C", "N", "H", "H", "H", "H", "H", "H"],
  "coordinates": [[-0.547, -0.378, -1.599], [-1.224, 0.770, -1.622], [-2.435, 0.812, -1.000], [-0.837, 1.995, -2.371], [0.443, -0.473, -2.028], [-0.924, -1.298, -1.173], [-2.841, 1.683, -1.120], [0.092, 1.851, -2.913], [-1.606, 2.249, -3.102], [-0.706, 2.848, -1.701], [1.054, -0.241, 1.403], [0.733, 0.661, 2.317], [2.136, -2.371, 1.281], [1.357, -1.568, 1.889], [1.057, -0.137, 0.327], [0.632, 0.408, 3.363], [0.624, 1.699, 2.040], [2.304, -3.348, 1.714], [2.613, -2.097, 0.351], [1.003, -1.818, 2.806]],
  "mulliken_charge": [-1.367, 1.163, -0.522, -1.335, 0.345, 0.337, 0.336, 0.321, 0.403, 0.354, 0.310, -0.775, -0.128, -0.023, 0.180, 0.250, 0.266, 0.272, 0.295, 0.318]
}

***

(10)
{
  "formula": "C6H12NO2",
  "method": "ωB97M-V/def2-TZVPD",
  "de_lowest_ev": 2.744,
  "charge": 1,
  "e_homo_ev": -13.263,
  "energy_ev": -11991.5701,
  "symbols": ["C", "C", "C", "C", "C", "C", "N", "O", "O", "H", "H", "H", "H", "H", "H", "H", "H", "H", "H", "H", "H"],
  "coordinates": [[-0.494, 0.798, -1.498], [0.593, 0.533, -0.796], [-1.793, 0.131, -1.116], [-1.577, -0.910, 0.116], [-0.096, -0.954, 0.482], [1.963, 0.858, -0.725], [-0.041, -0.105, 1.728], [0.754, -1.973, 0.617], [2.168, 1.135, 0.628], [-0.661, 1.437, -2.261], [-2.555, 0.996, -0.909], [-2.329, -0.441, -1.832], [-2.155, -0.549, 0.998], [-2.047, -1.847, -0.186], [2.372, 1.651, -1.497], [2.659, 0.126, -1.001], [0.964, 0.273, 1.733], [0.081, -0.737, 2.480], [-0.780, 0.539, 1.807], [0.289, -2.844, 0.462], [2.685, 1.883, 0.771]],
  "mulliken_charge": [-0.543, 0.317, -0.511, -0.892, 0.367, -0.576, -0.307, -0.484, -0.549, 0.603, 0.315, 0.378, 0.257, 0.363, 0.349, 0.225, 0.340, 0.302, 0.311, 0.421, 0.314]
}

***

(11)
{
  "formula": "C6H12NO2S",
  "method": "ωB97M-V/def2-TZVPD",
  "de_lowest_ev": 2.654,
  "charge": 1,
  "e_homo_ev": -12.510,
  "energy_ev": -22827.3103,
  "symbols": ["C", "C", "C", "C", "C", "C", "N", "O", "O", "S", "H", "H", "H", "H", "H", "H", "H", "H", "H", "H", "H", "H"],
  "coordinates": [[1.183, 0.349, 0.966], [-1.859, -1.162, -0.477], [-1.143, -0.769, -1.776], [-1.539, 0.150, 0.308], [-0.127, 0.306, -1.072], [2.106, -0.469, 1.830], [0.185, 1.504, -1.621], [1.373, 1.679, 1.175], [0.942, -0.240, -0.258], [-0.655, 0.102, 1.880], [-2.849, -1.601, -0.448], [-1.189, -1.866, 0.021], [-0.548, -1.534, -2.270], [-1.826, -0.395, -2.581], [-2.060, 1.079, 0.239], [2.957, -0.651, 1.227], [1.611, -1.416, 1.899], [2.234, 0.001, 2.749], [0.978, 2.123, -1.491], [1.187, 2.250, 0.392], [-0.326, 1.816, -2.440], [-0.635, -1.256, 1.750]],
  "mulliken_charge": [0.564, -0.443, -0.744, -0.468, 0.540, -1.163, -0.428, -0.449, -0.310, -0.018, 0.441, 0.136, 0.352, 0.387, 0.529, 0.374, 0.394, 0.391, 0.166, 0.313, 0.228, 0.209]
}